one | A structure of composition C9H17CaN3O5Se. Source: OMol25; level of theory: the ωB97M-V functional and the def2-TZVPD basis.

XYZ file:
```
36
Properties=species:S:1:pos:R:3:mulliken_charge:R:1
Ca 0.00719 -0.12913 -0.21352 2.123
O 1.71218 3.76071 -0.18077 -0.484
C 1.43651 2.47600 -0.35533 0.764
O 0.38098 2.07624 -0.80454 -0.664
C 2.62364 1.60059 0.01050 -0.544
O 2.30144 0.22006 -0.04464 -0.613
C 2.37344 -0.42206 1.28596 -0.532
C 1.39112 0.24933 2.27536 0.761
O 1.76348 0.40054 3.41864 -0.687
O 0.26555 0.59146 1.72221 -0.919
H 0.90870 4.25889 -0.42087 0.394
H 2.96931 1.89704 1.00074 0.395
H 3.42071 1.82391 -0.69532 0.511
H 3.38814 -0.37080 1.66246 0.347
H 2.09049 -1.46194 1.12732 0.360
N 0.11865 -0.38757 -2.67194 -0.552
C -1.08171 -1.06593 -3.23581 -0.522
C -2.26430 -0.12239 -3.39488 -0.952
C -2.77404 0.56285 -2.12129 -0.035
C -3.25001 -0.40677 -1.02370 -0.786
N -2.37760 -0.35368 0.17780 -0.640
H 0.43586 0.33838 -3.30564 0.206
H 0.86614 -1.07749 -2.63023 0.293
H -1.32604 -1.88645 -2.55755 0.219
H -0.86888 -1.52205 -4.20129 0.438
H -3.07668 -0.70797 -3.83509 0.373
H -2.01503 0.64811 -4.13195 0.374
H -3.58531 1.23740 -2.39626 0.403
H -1.99086 1.21779 -1.71846 -0.022
H -3.20855 -1.43262 -1.38877 0.430
H -4.28865 -0.20873 -0.77513 0.354
H -2.53577 -1.16187 0.76970 0.203
H -2.60458 0.45724 0.74723 0.205
Se -0.30426 -5.17690 -0.91232 -0.243
C -0.04525 -3.45912 -0.50549 -0.175
N 0.11858 -2.31804 -0.27565 -0.785
```

Summary:
Orbital gap: 0.2710 Eh
Molecular weight: 366.29 g mol⁻¹
HOMO: -7.51 eV

---

two | A structure of composition C9H17CaN3O5Se. Source: OMol25; level of theory: the ωB97M-V functional and the def2-TZVPD basis.

XYZ file:
```
36
Properties=species:S:1:pos:R:3:mulliken_charge:R:1
Ca 0.52136 0.23116 0.30999 2.172
O -0.00829 -2.75885 3.18068 -0.489
C -0.06020 -1.65940 2.44582 0.767
O -0.23205 -1.67649 1.24472 -0.657
C 0.05095 -0.41018 3.28885 -0.519
O 0.13610 0.74908 2.49095 -0.616
C 1.41493 1.41460 2.63276 -0.523
C 2.56122 0.44242 2.21321 0.776
O 3.58974 0.44725 2.86626 -0.703
O 2.25449 -0.28485 1.20404 -0.929
H -0.05073 -3.53961 2.61340 0.393
H 0.92243 -0.52184 3.93873 0.395
H -0.83415 -0.35710 3.92897 0.503
H 1.55462 1.76892 3.65222 0.332
H 1.39115 2.26102 1.94620 0.356
N -1.81998 0.42219 -0.20711 -0.549
C -2.08115 0.60418 -1.65023 -0.566
C -2.03498 -0.71183 -2.42500 -0.967
C -0.70684 -1.47260 -2.33655 0.031
C 0.50760 -0.68675 -2.87220 -0.798
N 1.45153 -0.36362 -1.78391 -0.669
H -2.54427 -0.16187 0.19690 0.208
H -1.89562 1.33560 0.23651 0.294
H -1.32337 1.29372 -2.02716 0.243
H -3.05642 1.06713 -1.82867 0.434
H -2.25133 -0.48833 -3.47240 0.375
H -2.83666 -1.36554 -2.06629 0.386
H -0.81424 -2.41101 -2.88144 0.413
H -0.52028 -1.73358 -1.29341 -0.060
H 0.17518 0.25701 -3.30650 0.434
H 0.99295 -1.25157 -3.67235 0.343
H 2.10724 0.35214 -2.07806 0.195
H 2.00962 -1.18059 -1.54884 0.210
Se 0.36320 4.84087 -1.68420 -0.220
C 0.50044 3.29970 -0.89139 -0.140
N 0.56579 2.24864 -0.36452 -0.858
```

Summary:
Orbital gap: 0.2735 Eh
Molecular weight: 366.29 g mol⁻¹
HOMO: -7.57 eV

---

In hartree, relative to the most stable structure: one 0.0000; two 0.0192.

---

one | An isolated molecule of H2N2O3S. Source: OMol25; level of theory: the ωB97M-V functional and the def2-TZVPD basis.

XYZ file:
```
8
Properties=species:S:1:pos:R:3:mulliken_charge:R:1
N 1.12875 0.13038 0.40158 -0.432
N -0.72073 -1.07169 -0.60919 0.262
O -1.32378 -1.66647 -1.44595 -0.375
O -0.40171 2.18126 0.45550 -0.457
O -1.32517 0.04903 -0.16651 -0.199
S -0.25768 0.86446 0.95431 0.652
H 1.15098 -0.82924 0.68831 0.331
H 1.74935 0.34226 -0.27805 0.217
```

Summary:
Orbital gap: 0.3824 Eh
Molecular weight: 110.09 g mol⁻¹
HOMO: -10.24 eV

---

two | An isolated molecule of H2N2O3S. Source: OMol25; level of theory: the ωB97M-V functional and the def2-TZVPD basis.

XYZ file:
```
8
Properties=species:S:1:pos:R:3:mulliken_charge:R:1
N 0.74459 0.14216 0.56428 -0.286
N 2.94934 0.07662 -0.04857 1.151
O 2.81947 1.05592 0.60863 -0.472
O 3.82786 -0.44059 -0.64227 -0.549
O 1.63889 -0.60524 -0.16680 -0.219
S -0.18748 1.27667 -0.47431 -0.052
H 0.19324 -0.47466 1.14112 0.278
H -0.95963 0.37808 -1.14046 0.150
```

Summary:
Orbital gap: 0.3897 Eh
Molecular weight: 110.09 g mol⁻¹
Structure (SMILES): O=[N+]([O-])ONS
HOMO: -10.27 eV

---

In hartree, relative to the most stable structure: one 0.0000; two 0.0776.